(1)
Computed, not measured: C34H62AgN3O13 as an isolated structure at a distorted geometry, with ωB97M-V with the def2-TZVPD basis set.

The spin multiplicity is 3. Its gap between HOMO and LUMO (alpha / beta) is 3.2 / 3.1 eV. The calculation puts the HOMO energy (alpha / beta) at -3.84 / -7.89 eV.

Last column: Löwdin spin population.
CARTESIAN COORDINATES (ANGSTROEM)
Ag1 -9.035 -5.292 14.130  0.677
N1 -9.758 -6.507 11.301  0.015
O1 -9.246 -7.139 10.384  0.016
O2 -9.450 -6.740 12.493  0.116
O3 -10.624 -5.637 11.167  0.019
C1 -6.154 -7.606 7.673  0.018
C2 -6.306 -9.013 7.098  0.053
C3 -4.779 -9.489 6.855  0.003
C4 -4.665 -11.037 6.811  0.000
C5 -5.459 -11.738 7.954  0.002
C6 -6.991 -11.388 8.194  0.029
N2 -7.079 -9.839 8.039  0.665
O4 -8.273 -9.223 8.402  0.110
C7 -7.840 -12.019 7.068  0.033
C8 -7.239 -11.887 9.650  0.009
C9 -6.984 -8.932 5.720  0.049
H1 -5.753 -6.858 6.988  0.001
H2 -5.800 -7.556 8.702  0.001
H3 -7.131 -7.276 8.025  0.000
H4 -4.348 -8.967 6.000  0.000
H5 -4.144 -9.166 7.679  0.000
H6 -3.635 -11.371 6.930  0.000
H7 -5.056 -11.490 5.900  0.000
H8 -4.901 -11.515 8.863  0.000
H9 -5.409 -12.824 7.863  0.000
H10 -7.293 -12.175 6.138  0.001
H11 -8.266 -12.976 7.372  0.005
H12 -8.757 -11.487 6.816  0.001
H13 -7.350 -12.970 9.713  0.000
H14 -6.434 -11.651 10.345  0.000
H15 -8.158 -11.399 9.974  0.000
H16 -7.830 -8.245 5.721  0.002
H17 -7.486 -9.871 5.490  0.000
H18 -6.257 -8.608 4.974  0.005
H19 -7.935 -8.723 9.148  0.016
C10 -13.687 -5.972 15.517  0.002
C11 -13.906 -7.178 14.488  0.000
C12 -13.519 -8.404 15.332  0.001
C13 -14.012 -9.728 14.749  0.000
C14 -15.517 -9.587 14.525  0.000
C15 -15.966 -8.433 13.569  0.000
N3 -15.360 -7.209 14.106  0.000
O5 -15.719 -6.102 13.385  0.000
C16 -15.669 -8.721 12.050  0.000
C17 -17.509 -8.245 13.779  0.000
C18 -12.889 -7.025 13.281  0.002
H20 -12.603 -5.979 15.631  0.003
H21 -14.154 -6.097 16.493  0.000
H22 -14.007 -5.048 15.036  0.000
H23 -12.443 -8.548 15.431  0.001
H24 -13.935 -8.318 16.335  0.000
H25 -13.789 -10.635 15.312  0.000
H26 -13.540 -9.881 13.779  0.000
H27 -15.957 -9.598 15.523  0.000
H28 -15.840 -10.551 14.133  0.000
H29 -14.815 -8.199 11.619  0.000
H30 -15.561 -9.801 11.949  0.000
H31 -16.476 -8.326 11.433  0.000
H32 -17.761 -7.981 14.806  0.000
H33 -17.819 -7.498 13.048  0.000
H34 -18.019 -9.197 13.627  0.000
H35 -13.144 -6.164 12.664  0.000
H36 -12.904 -7.886 12.614  0.000
H37 -11.874 -6.937 13.668  0.004
H38 -16.242 -5.618 14.029  0.000
O6 -11.029 -4.131 13.892  0.105
C19 -12.023 -3.483 13.699  0.007
O7 -12.657 -2.937 14.687  0.005
C20 -13.892 -2.262 14.297  0.000
C21 -14.067 -2.769 12.851  0.000
C22 -12.707 -3.185 12.414  0.001
H39 -13.831 -1.199 14.531  0.000
H40 -14.677 -2.684 14.924  0.000
H41 -14.521 -2.057 12.162  0.000
H42 -14.711 -3.642 12.737  0.000
H43 -12.076 -2.429 11.948  0.001
H44 -12.740 -4.148 11.903  0.000
O8 -8.875 -12.122 15.971  0.000
C23 -8.896 -11.554 14.851  0.000
O9 -9.994 -11.263 14.200  0.001
C24 -9.781 -10.581 12.960  0.001
C25 -8.380 -10.050 13.117  0.005
C26 -7.743 -11.150 13.967  0.001
H45 -10.543 -9.834 12.738  0.000
H46 -9.850 -11.328 12.169  0.000
H47 -8.421 -9.160 13.745  0.009
H48 -7.901 -9.995 12.140  0.000
H49 -6.819 -10.846 14.459  0.001
H50 -7.496 -11.870 13.187  0.000
O10 -13.680 -10.859 7.500  0.000
C27 -13.001 -10.048 8.139  0.000
O11 -13.440 -8.789 8.479  0.000
C28 -12.448 -8.106 9.190  0.000
C29 -11.631 -9.247 9.845  0.000
C30 -11.663 -10.307 8.757  0.000
H51 -12.987 -7.595 9.988  0.000
H52 -11.815 -7.388 8.667  0.000
H53 -12.074 -9.473 10.815  0.000
H54 -10.585 -8.966 9.964  0.000
H55 -11.556 -11.299 9.195  0.000
H56 -10.820 -10.189 8.076  0.000
O12 -11.934 -2.414 6.099  0.000
C31 -11.196 -3.331 6.395  0.000
O13 -11.004 -4.392 5.518  0.000
C32 -10.192 -5.337 6.120  0.000
C33 -9.558 -4.723 7.352  0.001
C34 -10.463 -3.574 7.710  0.000
H57 -9.439 -5.780 5.468  0.000
H58 -10.679 -6.271 6.404  0.000
H59 -8.556 -4.350 7.139  0.000
H60 -9.332 -5.502 8.081  0.001
H61 -9.931 -2.647 7.923  0.000
H62 -11.175 -3.870 8.479  0.000

***

(2)
Computed, not measured: a 4-piece molecular cluster, C34H63BrFN2O6S overall, with ωB97M-V with the def2-TZVPD basis set.

The total charge is +1. Its gap between HOMO and LUMO is 8.2 eV. The calculation puts the HOMO energy at -11.23 eV.

Last column: Löwdin charge in e.
CARTESIAN COORDINATES (ANGSTROEM)
C1 0.106 4.946 0.795  -0.095
C2 -0.817 3.736 0.923  -0.245
C3 -0.047 2.498 1.429  -0.170
C4 -0.695 1.144 1.036  -0.265
C5 -1.163 0.381 2.296  -0.023
C6 0.123 0.205 0.108  -0.304
C7 1.035 0.927 -0.900  -0.102
C8 0.357 2.030 -1.731  -0.254
C9 0.835 2.032 -3.186  -0.574
Br1 -0.581 2.594 -4.390  0.775
C10 -0.919 -0.769 -0.546  -0.412
N1 -1.345 -0.445 -1.880  -0.101
C11 -0.592 -1.029 -3.004  -0.056
C12 -2.752 -0.679 -2.062  -0.460
C13 -3.385 0.040 -3.217  0.023
O1 -3.361 -1.386 -1.303  0.109
S1 -0.284 -2.499 -0.333  1.186
C14 0.932 -1.978 0.732  -0.472
C15 1.719 -3.036 1.418  -0.151
C16 1.002 -3.554 2.690  -0.159
C17 1.963 -4.388 3.546  -0.128
C18 2.106 -5.831 3.034  -0.167
O2 3.468 -6.140 2.730  0.000
C19 3.949 -5.773 1.514  -0.534
C20 3.203 -6.210 0.281  0.021
O3 4.982 -5.174 1.450  0.131
N2 1.042 -0.689 0.897  0.037
C21 2.062 -0.104 1.789  -0.307
C22 3.497 -0.266 1.305  0.019
F1 1.902 -0.649 3.039  0.048
H1 0.498 5.210 1.779  0.063
H2 0.977 4.698 0.183  0.068
H3 -0.398 5.822 0.394  0.081
H4 -1.326 3.514 -0.017  0.095
H5 -1.589 3.974 1.658  0.115
H6 0.989 2.588 1.097  0.093
H7 -0.021 2.566 2.518  0.121
H8 -1.589 1.401 0.462  0.139
H9 -1.383 -0.671 2.105  0.081
H10 -2.092 0.830 2.648  0.100
H11 -0.436 0.466 3.101  0.080
H12 1.849 1.387 -0.334  0.113
H13 1.516 0.186 -1.541  0.113
H14 -0.721 1.899 -1.730  0.077
H15 0.559 3.012 -1.306  0.097
H16 1.661 2.721 -3.341  0.063
H17 1.131 1.044 -3.521  0.037
H18 -1.804 -0.775 0.082  0.096
H19 -0.905 -2.056 -3.213  0.102
H20 -0.772 -0.436 -3.902  0.074
H21 0.475 -1.008 -2.809  0.074
H22 -2.646 0.554 -3.831  0.031
H23 -3.924 -0.670 -3.842  0.101
H24 -4.076 0.785 -2.825  0.103
H25 1.803 -3.871 0.721  0.106
H26 2.729 -2.716 1.661  0.109
H27 0.588 -2.731 3.272  0.111
H28 0.160 -4.173 2.368  0.114
H29 1.629 -4.367 4.582  0.120
H30 2.960 -3.943 3.528  0.125
H31 1.458 -5.977 2.171  0.075
H32 1.791 -6.547 3.792  0.135
H33 2.121 -6.124 0.367  0.052
H34 3.544 -5.602 -0.553  0.094
H35 3.418 -7.255 0.055  0.105
H36 1.816 0.951 1.860  0.132
H37 4.007 -1.046 1.869  0.091
H38 3.536 -0.540 0.252  0.095
H39 4.050 0.660 1.448  0.096
C23 3.348 8.605 3.481  -0.167
C24 2.930 7.986 4.813  -0.168
C25 1.727 7.152 4.398  -0.203
O4 1.977 6.729 3.052  -0.168
C26 3.083 7.460 2.514  -0.205
H40 4.383 8.941 3.460  0.114
H41 2.708 9.457 3.244  0.116
H42 3.725 7.343 5.196  0.114
H43 2.687 8.720 5.579  0.114
H44 0.807 7.745 4.416  0.119
H45 1.582 6.270 5.023  0.115
H46 3.949 6.793 2.445  0.116
H47 2.826 7.799 1.510  0.117
C27 -5.418 3.611 -6.635  -0.166
C28 -4.757 4.875 -6.090  -0.164
C29 -3.634 4.295 -5.243  -0.231
O5 -3.246 3.071 -5.877  -0.235
C30 -4.211 2.714 -6.872  -0.199
H48 -6.000 3.776 -7.539  0.114
H49 -6.075 3.173 -5.881  0.114
H50 -4.346 5.468 -6.910  0.117
H51 -5.431 5.509 -5.516  0.114
H52 -3.977 4.074 -4.226  0.115
H53 -2.764 4.950 -5.178  0.107
H54 -3.777 2.885 -7.862  0.120
H55 -4.440 1.652 -6.775  0.114
C31 -2.305 -8.468 0.644  -0.161
C32 -1.107 -8.942 1.466  -0.156
C33 -0.012 -8.015 0.962  -0.213
O6 -0.650 -6.779 0.616  -0.170
C34 -2.073 -6.964 0.596  -0.197
H56 -3.266 -8.728 1.084  0.116
H57 -2.264 -8.891 -0.361  0.117
H58 -1.290 -8.772 2.529  0.117
H59 -0.863 -9.993 1.326  0.117
H60 0.474 -8.422 0.069  0.124
H61 0.754 -7.811 1.709  0.095
H62 -2.507 -6.467 1.470  0.118
H63 -2.474 -6.496 -0.303  0.117